Model P:
Computed, not measured: one molecule with the formula C9H9N3, with ωB97M-V/def2-TZVPD.

As for the total charge: 0.

Last column: Mulliken charge in e.
Geometry (Å):
N1 3.17 -0.03 -0.03  -0.65
C1 1.82 -0.43 -0.03  0.64
C2 1.36 -1.73 -0.11  -0.59
C3 0.05 -2.04 0.08  -0.55
C4 -0.93 -0.99 0.08  0.26
N2 -2.24 -1.43 0.02  -0.59
C5 -3.15 -0.48 -0.01  -0.16
C6 -2.88 0.96 -0.04  -0.52
C7 -1.59 1.36 0.13  -0.49
C8 -0.53 0.32 0.17  0.38
C9 0.90 0.63 0.09  0.19
N3 1.30 1.97 0.01  -0.50
H1 3.78 -0.86 -0.27  0.30
H2 3.40 0.21 1.04  0.29
H3 2.13 -2.46 -0.11  0.32
H4 -0.38 -3.10 0.02  0.32
H5 -4.16 -0.83 -0.02  0.42
H6 -3.68 1.72 -0.41  0.27
H7 -1.32 2.44 0.11  0.24
H8 0.71 2.70 -0.38  0.19
H9 2.22 2.06 -0.33  0.26

Model Q:
Computed, not measured: one molecule with the formula C9H9N3, with ωB97M-V/def2-TZVPD.

As for the total charge: 0.

Last column: Mulliken charge in e.
Geometry (Å):
C1 0.26 -2.02 0.53  -0.96
C2 -0.72 -0.81 0.61  0.75
C3 -1.50 -0.65 1.82  -0.20
C4 -2.10 0.47 2.23  -0.61
C5 -1.79 1.50 1.27  -0.33
C6 -1.00 1.40 -0.04  -0.74
C7 -0.28 0.26 -0.27  0.92
C8 0.78 0.28 -1.31  -0.41
C9 1.89 1.09 -1.44  -0.13
N1 2.55 0.52 -2.56  0.18
N2 1.96 -0.65 -2.96  -0.63
N3 0.79 -0.71 -2.26  -0.18
H1 1.32 -1.73 1.01  0.22
H2 -0.39 -2.82 1.27  0.28
H3 0.50 -2.64 -0.55  0.27
H4 -1.99 -1.70 2.12  0.12
H5 -2.78 0.77 3.15  0.28
H6 -2.39 2.33 1.51  0.34
H7 -0.78 2.30 -0.71  0.33
H8 2.36 1.81 -0.60  0.30
H9 3.34 1.01 -2.83  0.20

Which of them is the most stable? Correct choice: model P.

Model P:
Computed, not measured: one molecule with the formula C19H24N6O, with ωB97M-V/def2-TZVPD.

As for the total charge: 0.

Last column: Mulliken charge in e.
Geometry (Å):
C1 -0.14 -5.18 -2.72  -1.34
C2 0.42 -3.80 -3.03  -0.14
C3 -0.48 -2.57 -2.66  -0.90
N1 -0.63 -2.38 -1.19  0.65
C4 -1.78 -3.12 -0.70  -1.21
C5 -0.17 -1.21 -0.65  -0.58
C6 -1.12 -0.16 -0.44  0.34
C7 -0.83 1.06 0.10  -0.93
N2 -1.82 1.91 0.51  0.56
C8 -2.34 2.95 -0.41  -0.57
C9 -3.67 3.60 0.12  -0.55
O1 -3.79 3.84 1.50  -0.36
C10 -3.27 2.77 2.26  -0.85
C11 -1.83 2.23 1.94  -0.37
N3 0.35 1.29 0.61  -0.34
C12 1.29 0.36 0.49  -0.35
C13 2.61 0.55 1.06  0.63
C14 3.08 1.97 1.46  0.41
C15 4.28 1.98 2.34  -0.49
C16 4.60 3.28 2.41  -0.51
N4 3.63 3.97 1.80  -0.03
N5 2.91 3.09 0.98  -0.62
N6 3.53 -0.44 1.17  -0.58
C17 3.21 -1.62 0.75  -0.68
C18 2.00 -1.93 0.11  -0.67
C19 1.02 -0.96 -0.13  0.84
H1 -0.81 -5.45 -3.43  0.41
H2 -0.52 -5.36 -1.66  0.27
H3 0.70 -5.94 -2.71  0.34
H4 1.34 -3.72 -2.43  0.18
H5 0.61 -3.84 -4.13  0.34
H6 0.07 -1.64 -3.05  0.36
H7 -1.46 -2.72 -3.17  0.56
H8 -2.06 -3.76 -1.53  0.46
H9 -2.70 -2.53 -0.35  0.28
H10 -1.47 -3.71 0.08  0.38
H11 -2.12 -0.27 -0.82  0.49
H12 -1.48 3.59 -0.67  0.40
H13 -2.71 2.67 -1.38  0.27
H14 -3.82 4.66 -0.38  0.24
H15 -4.52 2.95 0.04  0.39
H16 -3.93 1.95 2.11  0.41
H17 -3.23 3.05 3.33  0.35
H18 -1.60 1.26 2.43  0.38
H19 -1.02 2.91 2.29  0.30
H20 4.81 1.13 2.83  0.34
H21 5.55 3.70 2.72  0.37
H22 3.72 4.96 1.54  0.25
H23 3.87 -2.42 0.85  0.45
H24 1.73 -2.95 -0.19  0.44

Model Q:
Computed, not measured: one molecule with the formula C19H24N6O, with ωB97M-V/def2-TZVPD.

As for the total charge: 0.

Last column: Mulliken charge in e.
Geometry (Å):
O1 -0.58 -0.98 -0.35  -0.72
C1 0.62 -1.22 -0.15  -0.33
C2 1.59 -0.13 -0.02  1.44
N1 2.85 -0.27 0.46  -0.54
C3 3.38 0.94 0.47  0.15
C4 4.65 1.36 0.88  -0.90
C5 4.96 2.69 0.80  -0.22
C6 4.01 3.62 0.31  -0.77
C7 2.78 3.20 -0.08  0.07
N2 2.46 1.88 -0.02  0.05
C8 1.33 1.20 -0.34  0.09
C9 0.10 1.82 -0.91  -0.71
N3 -0.90 1.95 0.14  -0.28
C10 -2.11 2.65 -0.25  -1.02
C11 -2.91 2.07 -1.43  -0.63
C12 -3.27 0.59 -1.24  -0.31
N4 -4.03 0.39 -0.03  0.98
C13 -3.64 -0.31 1.05  0.15
C14 -4.66 -0.21 1.97  -0.93
C15 -5.63 0.58 1.34  -0.25
N5 -5.23 0.94 0.13  -1.13
N6 1.05 -2.49 -0.05  0.17
C16 2.41 -2.96 0.14  -0.51
C17 2.26 -4.48 0.27  -0.67
C18 1.01 -4.78 -0.54  -0.66
C19 0.11 -3.59 -0.22  -0.57
H1 5.34 0.62 1.25  0.45
H2 5.94 3.04 1.10  0.42
H3 4.26 4.66 0.26  0.38
H4 2.02 3.88 -0.44  0.31
H5 -0.23 1.20 -1.75  0.21
H6 0.32 2.82 -1.29  0.45
H7 -1.13 1.01 0.46  0.19
H8 -1.83 3.68 -0.49  0.41
H9 -2.75 2.68 0.64  0.46
H10 -2.34 2.17 -2.36  0.37
H11 -3.83 2.65 -1.52  0.46
H12 -3.87 0.27 -2.09  0.29
H13 -2.38 -0.02 -1.17  -0.03
H14 -2.70 -0.82 1.08  0.36
H15 -4.71 -0.65 2.95  0.40
H16 -6.58 0.90 1.71  0.46
H17 2.85 -2.49 1.02  0.30
H18 3.02 -2.69 -0.73  0.29
H19 3.14 -5.01 -0.08  0.37
H20 2.09 -4.75 1.32  0.31
H21 0.54 -5.73 -0.28  0.37
H22 1.25 -4.79 -1.61  0.29
H23 -0.61 -3.34 -1.00  0.27
H24 -0.44 -3.75 0.71  0.24

Which of them is the most stable? Correct choice: model Q.

Model P:
Computed, not measured: one molecule with the formula C6H11NS, with ωB97M-V/def2-TZVPD.

As for the total charge: 0.

Last column: Mulliken charge in e.
Geometry (Å):
C1 1.25 -0.79 -0.73  -1.67
C2 0.38 0.36 -0.28  1.74
C3 0.83 1.72 -0.76  -1.59
C4 -1.05 -0.01 -0.67  -1.06
C5 -1.59 -0.94 0.48  -0.61
N1 -1.06 -0.36 1.68  -0.26
C6 0.29 0.27 1.33  -0.33
S1 1.37 0.45 2.48  -0.32
H1 1.05 -1.22 -1.68  0.38
H2 1.09 -1.59 -0.01  0.45
H3 2.35 -0.54 -0.67  0.35
H4 1.58 2.05 0.03  0.34
H5 0.02 2.35 -0.80  0.45
H6 1.30 1.57 -1.77  0.35
H7 -1.10 -0.43 -1.64  0.43
H8 -1.72 0.77 -0.51  0.35
H9 -2.68 -1.05 0.49  0.40
H10 -1.22 -1.93 0.33  0.29
H11 -1.12 -0.69 2.70  0.30

Model Q:
Computed, not measured: one molecule with the formula C6H11NS, with ωB97M-V/def2-TZVPD.

As for the total charge: 0.

Last column: Mulliken charge in e.
Geometry (Å):
C1 1.64 2.37 -0.29  -1.09
C2 1.62 1.02 0.38  0.15
C3 1.57 -0.16 -0.26  -0.86
S1 1.40 -1.71 0.67  -0.04
N1 -0.08 -2.26 1.24  -0.42
C4 -1.29 -1.80 1.19  -0.10
C5 -1.69 -0.56 0.43  -0.21
C6 -1.39 -0.79 -1.05  -1.02
H1 2.56 2.52 -0.76  0.34
H2 1.42 3.18 0.46  0.30
H3 0.79 2.57 -1.11  0.24
H4 1.70 0.98 1.47  0.40
H5 1.55 -0.27 -1.31  0.55
H6 -1.87 -2.40 1.87  0.45
H7 -1.41 0.48 0.89  0.18
H8 -2.81 -0.55 0.60  0.25
H9 -1.63 -1.76 -1.38  0.39
H10 -0.35 -0.76 -1.32  0.09
H11 -1.72 -0.08 -1.74  0.41

Which of them is the most stable? Correct choice: model P.

Model P:
Computed, not measured: C6H11NS as an isolated structure, with ωB97M-V/def2-TZVPD.

As for the total charge: 0.

Last column: Mulliken charge in e.
Geometry (Å):
C1 -0.75 -0.07 0.58  0.58
C2 -0.33 0.92 -0.45  0.07
C3 0.54 -0.62 -0.89  -0.11
C4 -1.83 0.16 1.56  -0.92
C5 -1.33 1.52 -1.38  -1.65
C6 2.91 -1.53 0.53  -0.66
N1 -0.05 -1.12 0.36  -0.82
S1 2.39 -0.62 -0.88  -0.18
H1 0.44 1.64 -0.17  0.37
H2 -0.02 -0.99 -1.76  0.42
H3 -2.55 0.62 0.87  0.29
H4 -1.57 0.81 2.37  0.30
H5 -2.16 -0.90 1.95  0.27
H6 -1.99 0.84 -1.79  0.43
H7 -0.75 1.99 -2.19  0.41
H8 -1.81 2.44 -1.03  0.41
H9 3.84 -1.12 0.90  0.31
H10 2.99 -2.57 0.20  0.23
H11 2.05 -1.41 1.21  0.23

Model Q:
Computed, not measured: C6H11NS as an isolated structure, with ωB97M-V/def2-TZVPD.

As for the total charge: 0.

Last column: Mulliken charge in e.
Geometry (Å):
C1 -1.06 -0.15 1.91  -0.93
C2 -1.01 0.10 0.37  0.52
C3 -0.24 1.33 -0.02  -1.06
C4 1.07 -0.98 0.04  -0.76
C5 -0.22 -0.82 -0.56  0.33
C6 -1.87 -0.96 -0.30  -0.61
H1 -1.90 -1.19 2.06  0.25
H2 0.21 -0.43 2.40  0.18
H3 -1.62 0.67 2.51  0.34
H4 -0.30 1.51 -1.11  0.52
H5 -0.37 2.32 0.46  0.46
H6 1.88 -1.12 -0.65  0.37
H7 1.18 -1.81 0.92  0.28
H8 0.74 0.66 -1.90  0.22
H9 0.01 -0.72 -2.71  0.22
H10 -2.48 -0.82 -1.26  0.34
H11 -1.93 -1.69 0.66  0.18
N1 0.02 -0.02 -1.94  -0.66
S1 1.53 0.72 0.22  -0.18

Model R:
Computed, not measured: one molecule with the formula C6H11NS, with ωB97M-V/def2-TZVPD.

As for the total charge: 0.

Last column: Mulliken charge in e.
Geometry (Å):
C1 2.85 0.10 -0.43  0.46
C2 1.75 -0.34 -0.38  -1.03
C3 0.43 -0.92 -0.09  -0.23
N1 0.33 -1.32 1.33  -0.65
C4 -0.52 0.12 -0.47  0.36
C5 -1.97 -0.53 -0.56  -1.65
C6 -0.16 1.23 0.54  -0.62
S1 0.49 2.79 0.11  -0.24
H1 3.88 0.59 -0.41  0.38
H2 0.08 -1.65 -0.81  0.40
H3 1.33 -1.57 1.79  0.30
H4 -0.10 -2.33 1.43  0.27
H5 -0.23 0.61 -1.52  0.37
H6 -2.18 -1.48 -1.18  0.32
H7 -2.54 -0.60 0.49  0.27
H8 -2.57 0.10 -0.99  0.60
H9 -1.15 1.27 1.14  0.34
H10 0.74 1.07 1.23  0.22
H11 -0.45 2.86 -1.23  0.11

Which of them is the most stable? Correct choice: model P.

Model P:
Computed, not measured: one molecule with the formula C10H8N2, with ωB97M-V/def2-TZVPD.

As for the total charge: 0.

Last column: Mulliken charge in e.
Geometry (Å):
C1 -2.35 -1.31 -2.32  -0.93
C2 -2.58 -1.32 -0.93  -0.25
C3 -1.63 -0.84 0.06  -1.04
C4 -0.53 -0.21 -0.47  0.76
C5 0.60 0.27 0.49  0.08
N1 0.38 1.55 0.93  -0.45
C6 1.30 1.94 1.75  0.09
C7 2.32 1.22 2.22  -0.61
C8 2.37 -0.09 1.80  -0.02
N2 1.47 -0.59 0.86  -0.57
C9 -0.26 -0.13 -1.79  -0.22
C10 -1.19 -0.60 -2.71  -0.43
H1 -3.00 -1.62 -2.84  0.71
H2 -3.54 -1.64 -0.43  0.26
H3 -1.69 -0.78 0.91  0.96
H4 1.09 3.21 2.09  0.22
H5 2.94 1.53 2.92  0.53
H6 3.33 -0.76 2.15  0.27
H7 0.70 0.35 -2.09  0.35
H8 -1.18 -0.57 -3.82  0.27

Model Q:
Computed, not measured: one molecule with the formula C10H8N2, with ωB97M-V/def2-TZVPD.

As for the total charge: 0.

Last column: Mulliken charge in e.
Geometry (Å):
C1 -1.94 -3.63 0.27  -0.44
C2 -0.49 -3.24 0.40  -0.64
C3 -0.14 -1.65 0.06  0.46
C4 -0.15 -1.26 -1.57  -0.36
C5 0.16 0.31 -1.92  -0.45
C6 0.46 1.48 -0.78  0.36
N1 0.68 2.88 -1.28  -0.50
C7 0.99 3.84 -0.17  -0.13
C8 1.06 3.39 1.40  -0.09
N2 0.79 2.01 1.95  -0.48
C9 0.50 1.09 0.80  0.47
C10 0.18 -0.50 1.19  -0.41
H1 -2.72 -3.30 1.08  0.25
H2 -2.24 -4.26 -0.70  0.24
H3 0.37 -4.00 0.67  0.30
H4 -0.36 -2.06 -2.39  0.31
H5 0.15 0.60 -3.08  0.26
H6 1.19 4.97 -0.44  0.30
H7 1.35 4.23 2.19  0.30
H8 0.18 -0.87 2.33  0.26

Which of them is the most stable? Correct choice: model P.

Model P:
Computed, not measured: one molecule with the formula C10H10OS, with ωB97M-V/def2-TZVPD.

As for the total charge: 0.

Last column: Mulliken charge in e.
Geometry (Å):
C1 -2.84 1.61 -0.70  -0.72
S1 -1.87 1.66 0.84  -0.10
C2 -0.73 0.38 0.52  0.01
C3 -0.99 -1.14 0.47  0.42
C4 -2.05 -2.41 0.23  -1.15
O1 0.21 -1.67 0.07  -0.35
C5 1.23 -0.77 0.18  0.15
C6 2.58 -1.05 -0.04  -0.91
C7 3.41 0.13 -0.04  -0.27
C8 2.86 1.42 0.27  -0.55
C9 1.50 1.56 0.52  -0.64
C10 0.69 0.48 0.44  0.77
H1 -3.98 2.00 -0.65  0.27
H2 -2.82 0.61 -1.03  0.23
H3 -2.37 2.28 -1.43  0.26
H4 -2.00 -2.70 -0.87  0.30
H5 -1.72 -3.18 0.86  0.39
H6 -3.12 -2.19 0.35  0.33
H7 2.92 -1.93 -0.57  0.38
H8 4.50 0.12 -0.13  0.34
H9 3.53 2.31 0.11  0.31
H10 1.06 2.48 0.58  0.53

Model Q:
Computed, not measured: one molecule with the formula C10H10OS, with ωB97M-V/def2-TZVPD.

As for the total charge: 0.

Last column: Mulliken charge in e.
Geometry (Å):
O1 3.33 -1.96 -0.11  -0.65
C1 2.63 -0.87 -0.12  0.36
C2 1.18 -0.93 -0.10  -0.35
C3 0.44 0.19 -0.04  1.03
C4 -1.02 0.11 0.01  0.40
C5 -1.89 1.33 -0.27  -0.98
C6 -3.21 0.91 -0.14  -0.08
S1 -3.47 -0.77 0.10  -0.11
C7 -1.78 -1.01 0.16  -0.37
C8 1.16 1.53 -0.01  -1.42
C9 2.53 1.55 0.50  -0.50
C10 3.33 0.44 -0.14  -0.61
H1 0.71 -1.99 0.06  0.09
H2 -1.60 2.32 -0.52  0.31
H3 -4.21 1.68 -0.16  0.24
H4 -1.61 -2.13 0.43  0.22
H5 0.48 2.13 0.31  0.88
H6 1.02 2.02 -1.04  0.44
H7 2.62 1.10 1.54  0.26
H8 3.25 2.46 0.37  0.24
H9 3.46 0.59 -1.17  0.34
H10 4.41 0.42 0.34  0.25

Which of them is the most stable? Correct choice: model P.